(1)
Formula: C5H11O2
Source: the Open Molecules 2025 dataset
Level of theory: ωB97M-V with the def2-TZVPD basis set

Calculated values
Charge ... -1
Orbital gap ... 7.70 eV
Energy relative to the best compared isomer or geometry (same formula, charge and spin) ... 39.7 kJ/mol
LUMO level ... 3.8505 eV
Multiplicity ... 1

Structure (XYZ):
```
18
C5H11O2 ωB97M-V with the def2-TZVPD basis set
C -0.356 1.278 -0.875
C 0.568 1.697 -2.008
C -1.669 0.621 -1.366
O -2.168 -0.224 -0.582
O -2.159 1.046 -2.433
H 0.176 0.615 -0.203
H -0.617 2.194 -0.338
H -0.038 1.985 -2.876
H 1.215 0.912 -2.414
H 1.154 2.618 -1.890
C -0.091 -1.751 2.303
C 1.075 -1.383 1.403
H 0.257 -1.904 3.333
H -0.904 -1.028 2.372
H -0.598 -2.687 2.061
H 1.558 -2.307 1.069
H 1.832 -0.813 1.937
H 0.765 -0.867 0.507
```

***

(2)
Formula: C26H47AlO2Si2
Source: the Open Molecules 2025 dataset
Level of theory: ωB97M-V with the def2-TZVPD basis set

Calculated values
Orbital gap ... 8.47 eV
LUMO level ... 0.2922 eV
Multiplicity ... 1

Structure (XYZ):
```
78
C26H47AlO2Si2 ωB97M-V with the def2-TZVPD basis set
O 0.613 0.373 -6.775
C 0.530 1.604 -7.526
C 0.394 0.891 -8.869
H 1.456 2.187 -7.437
H -0.354 2.173 -7.209
C 0.501 -0.386 -8.018
H 1.239 1.052 -9.542
H -0.566 1.061 -9.357
C 1.763 -1.181 -8.262
H 2.662 -0.566 -8.137
H 1.743 -1.559 -9.289
H 1.806 -2.050 -7.598
C -0.716 -1.280 -8.056
H -1.627 -0.740 -7.774
H -0.570 -2.156 -7.412
H -0.829 -1.629 -9.091
Al 0.282 0.368 0.647
C -1.730 -0.340 0.862
C -1.696 1.120 1.034
C -1.988 1.710 -0.249
H -1.749 1.630 2.000
C -2.284 0.666 -1.157
C -2.078 -0.573 -0.516
H -2.238 -1.557 -0.961
H -1.846 -1.051 1.691
H -2.100 2.780 -0.445
H -2.755 0.802 -2.137
C 1.210 -1.609 1.043
C 0.456 -2.446 0.158
C 0.733 -2.069 -1.175
H -0.148 -3.303 0.463
C 1.630 -0.977 -1.171
C 2.001 -0.700 0.200
H 2.857 -0.107 0.535
H 1.392 -1.800 2.105
H 0.373 -2.586 -2.069
H 2.097 -0.521 -2.046
O 1.240 0.230 -4.270
C -0.118 -0.209 -4.422
C -1.096 0.968 -4.423
H -0.286 -0.923 -3.608
H -0.170 -0.738 -5.376
C -0.229 2.217 -4.183
H -1.811 0.771 -3.632
H -1.654 0.935 -5.360
C 1.213 1.661 -4.071
H -0.495 2.664 -3.210
H -0.331 2.960 -4.997
H 1.641 1.830 -3.058
H 1.885 2.117 -4.820
C -1.161 1.292 4.549
Si 0.641 1.109 4.031
C 1.574 2.301 5.181
C 1.207 -0.587 4.602
C 1.068 1.401 2.214
Si 1.040 3.217 1.726
C 2.525 4.130 2.437
C 1.166 3.404 -0.145
C -0.455 4.196 2.323
H -1.227 1.072 5.628
H -1.819 0.581 4.034
H -1.560 2.303 4.403
H 1.538 1.926 6.217
H 2.634 2.379 4.906
H 1.154 3.316 5.190
H 0.427 -1.347 4.461
H 2.114 -0.917 4.081
H 1.437 -0.533 5.678
H 2.162 1.162 2.217
H 3.456 3.713 2.031
H 2.472 5.186 2.134
H 2.585 4.100 3.531
H 0.213 3.231 -0.667
H 1.479 4.441 -0.353
H 1.925 2.732 -0.572
H -1.370 3.950 1.766
H -0.660 4.081 3.396
H -0.236 5.261 2.142
```

***

(3)
Formula: C4H7PS
Source: the Open Molecules 2025 dataset
Level of theory: ωB97M-V with the def2-TZVPD basis set

Calculated values
Orbital gap (alpha / beta) ... 7.57 / 7.48 eV
Energy relative to the best compared isomer or geometry (same formula, charge and spin) ... 370.3 kJ/mol
LUMO level (alpha / beta) ... -0.8047 / -0.3003 eV
Multiplicity ... 1

Structure (XYZ):
```
13
C4H7PS ωB97M-V with the def2-TZVPD basis set
C 0.820 -0.136 -1.294
C 1.113 -0.420 0.847
C 0.006 -0.581 -0.168
C -1.372 1.461 0.020
P 2.268 0.355 -0.441
S -1.205 -1.882 -0.171
H 0.609 0.108 -2.289
H 0.900 0.301 1.653
H 1.548 -1.247 1.365
H -0.596 2.087 0.279
H -2.148 1.441 0.726
H -1.529 1.362 -1.017
H -0.414 -2.849 0.491
```

***

(4)
Formula: C22H30N4O3
Source: the Open Molecules 2025 dataset
Level of theory: ωB97M-V with the def2-TZVPD basis set

Calculated values
Orbital gap ... 7.97 eV
Energy relative to the best compared isomer or geometry (same formula, charge and spin) ... 3.0 kJ/mol
LUMO level ... 0.4297 eV
SMILES ... CC[C@H](C)NC(=O)CCC(=O)Nc1ccc2nc(N3CCOCC3)cc(C)c2c1
Multiplicity ... 1

Structure (XYZ):
```
59
C22H30N4O3 ωB97M-V with the def2-TZVPD basis set
C 3.417 0.461 -2.475
H 2.693 1.245 -2.260
C 3.055 -0.809 -1.716
H 2.949 -0.573 -0.654
H 2.093 -1.190 -2.069
C 4.104 -1.921 -1.855
N 3.764 -3.009 -0.959
C 4.457 -3.292 0.159
O 5.510 -2.764 0.458
C 3.793 -4.346 1.042
H 3.167 -5.008 0.444
C 2.942 -3.646 2.105
C 1.755 -2.916 1.488
O 1.304 -3.193 0.394
N 1.260 -1.944 2.295
C 0.197 -1.059 2.047
C -0.306 -0.836 0.787
C -1.358 0.071 0.591
C -1.909 0.756 1.706
N -2.920 1.635 1.601
C -3.443 1.883 0.416
N -4.527 2.715 0.387
C -4.919 3.493 -0.767
H -4.606 3.021 -1.696
H -6.012 3.574 -0.764
C -4.312 4.901 -0.666
H -4.660 5.535 -1.483
O -4.709 5.540 0.524
C -4.331 4.788 1.660
H -4.698 5.342 2.524
C -4.929 3.379 1.612
H -4.577 2.786 2.454
H -6.022 3.443 1.621
H -3.235 4.710 1.712
H -3.214 4.823 -0.705
C -2.953 1.248 -0.760
C -1.924 0.354 -0.686
C -1.397 -0.315 -1.916
H -1.962 -0.010 -2.793
H -0.351 -0.053 -2.068
H -1.462 -1.397 -1.817
H -3.403 1.454 -1.719
C -1.365 0.517 2.986
C -0.336 -0.364 3.150
H 0.078 -0.540 4.134
H -1.786 1.050 3.824
H 0.109 -1.369 -0.050
H 1.663 -1.864 3.218
H 2.552 -4.385 2.811
H 3.565 -2.939 2.657
H 4.574 -4.926 1.532
H 2.825 -3.378 -1.038
C 4.204 -2.456 -3.281
H 4.900 -3.291 -3.312
H 3.230 -2.801 -3.624
H 4.562 -1.685 -3.956
H 5.081 -1.550 -1.527
H 4.401 0.813 -2.175
H 3.422 0.290 -3.548
```

***

- What is the formula in the second record?
  C26H47AlO2Si2